<P>
Here is a cluster of 2 separate species, C3H11NOS in total from OMol25. Energies are from the ωB97M-V functional and the def2-TZVPD basis.

Results
highest occupied orbital energy = -8.922 eV
spin multiplicity = 1
SMILES = NCCCS.O
molecular weight = 109.2 g/mol

Element x y z (Å)
C -0.85831 0.09965 -0.05030
C -0.09935 1.02957 -0.99351
C 1.35819 1.30040 -0.68233
S 2.11415 2.28737 -2.01082
N -2.06884 -0.43501 -0.64800
H -0.22592 -0.77065 0.20440
H -0.94385 0.53005 0.94747
H -0.63487 1.98116 -1.10597
H -0.11824 0.51029 -1.95662
H 1.57145 1.63594 0.32886
H 1.87223 0.33478 -0.79826
H 1.65433 1.59471 -3.03966
H -2.56705 -0.99231 0.01434
H -2.66372 0.30208 -0.99093
H 0.09811 -2.77714 4.14598
H 1.21809 -3.47947 3.33235
O 0.29358 -3.15142 3.30301

Atom charges from the Löwdin analysis, given in e for atoms 1 to 2: C -0.32; C -0.31

---

<Q>
Here is a cluster of 2 separate species, C3H11NOS in total from OMol25. Energies are from the ωB97M-V functional and the def2-TZVPD basis.

Results
highest occupied orbital energy = -8.520 eV
spin multiplicity = 1
SMILES = CNCCS.O
molecular weight = 109.2 g/mol

Element x y z (Å)
C -2.10362 0.39219 0.69800
N -0.79281 0.05247 0.11691
C 0.26288 0.91446 0.67104
C 1.62587 0.69223 -0.06559
S 2.46477 -0.68398 0.74210
H -2.00702 0.21195 1.76669
H -2.34332 1.46217 0.54044
H -2.86468 -0.27533 0.30689
H -0.86345 0.28115 -0.87085
H 0.39410 0.72845 1.73301
H -0.02637 1.96702 0.46807
H 2.19963 1.61625 -0.00159
H 1.46628 0.61759 -1.14380
H 1.58794 -1.51409 0.18413
H 0.54638 -2.63156 -2.32206
H -0.17979 -1.92409 -1.15656
O 0.63320 -1.90687 -1.66683

Atom charges from the Löwdin analysis, given in e for atoms 1 to 2: C -0.13; N -0.16

---

<P> has the most favorable energy; the next structure is 0.075 eV above.

---

<P>
Here is a cluster of 2 separate species, C3H8O3S in total from OMol25. Energies are from the ωB97M-V functional and the def2-TZVPD basis.

Results
highest occupied orbital energy = -8.916 eV
spin multiplicity = 1
SMILES = C=[S@@H](=O)O.CC=O
molecular weight = 124.2 g/mol

Element x y z (Å)
C -1.83492 -0.06454 0.19261
C 0.88263 0.67918 -0.88689
C -0.56739 -0.60257 0.77872
O 2.35765 0.22253 1.38981
O 2.37576 -1.43951 -0.74552
O -0.08263 -1.68353 0.62598
S 2.29677 0.07972 -0.06453
H -1.77883 1.00858 0.29840
H -2.64974 -0.57410 0.74522
H -1.83251 -0.42394 -0.90697
H 1.02908 0.45474 -1.99636
H 0.75634 1.76693 -0.68397
H -0.17097 -0.04649 1.61619
H 1.95194 -2.13052 -0.34028
H 3.64821 0.31996 -0.47649

Atom charges from the Löwdin analysis, given in e for atoms 1 to 2: C -0.06; C -0.26

---

<Q>
Here is a cluster of 2 separate species, C3H8O3S in total from OMol25. Energies are from the ωB97M-V functional and the def2-TZVPD basis.

Results
highest occupied orbital energy = -9.233 eV
spin multiplicity = 1
SMILES = O=C(O)CCS.O
molecular weight = 124.2 g/mol

Element x y z (Å)
O -1.31305 3.07386 0.97627
C -1.00537 1.96836 0.60926
O -1.07263 0.86353 1.37241
C -0.37441 1.71750 -0.73181
C -0.95160 0.50741 -1.50586
S 0.37588 -0.17986 -2.57635
H -1.54101 1.12460 2.18351
H 0.62927 1.34886 -0.44694
H -0.23851 2.59344 -1.36231
H -1.14041 -0.25607 -0.74898
H -1.88653 0.61625 -2.04951
H -0.33675 -1.31794 -2.86645
H 3.32299 -3.60158 1.84139
H 2.94453 -4.59032 2.90483
O 2.58759 -3.86804 2.40054

Atom charges from the Löwdin analysis, given in e for atoms 1 to 2: O 0.11; C -0.54

---

<Q> has the most favorable energy; the next structure is 4.559 eV above.